Record 1
Density functional theory data (the ωB97M-V functional and the def2-TZVPD basis) for a molecular structure, C27H54BrF5N2O14P2V at a distorted geometry.

Structure (XYZ):
```
106
Properties=species:S:1:pos:R:3:forces:R:3
C 1.733732 5.654206 -0.937039 0.289 -1.216 0.223
C 0.559711 4.643770 -0.840200 -0.525 1.164 -0.034
C 0.131109 4.018011 -2.189682 0.460 0.026 0.545
C 0.335956 2.483744 -2.415435 -0.362 1.315 0.423
C 1.658474 2.117569 -1.780791 1.344 -0.133 -0.881
O 2.678802 3.029211 -2.212248 -0.554 -0.129 -0.196
C 3.970689 2.470377 -2.095574 0.529 0.783 0.362
O 0.268843 2.363773 -3.829587 0.262 -0.255 0.285
C 1.294315 1.796983 -4.594570 0.234 -1.257 -1.500
C 1.207540 0.257469 -4.796657 0.398 0.633 0.019
C 2.613631 -0.343102 -4.887037 -0.191 -0.590 -0.271
C 2.693845 -1.857119 -4.576392 0.934 0.593 -1.212
C 1.525525 -2.538723 -5.196924 0.088 0.049 0.917
O 0.542578 -2.786093 -4.560251 -1.297 -0.428 0.817
O 1.563939 -2.819828 -6.498762 0.586 0.036 -0.561
C -0.882411 1.661220 -1.862184 -0.328 0.178 -0.435
O -0.757655 0.250957 -1.829092 -0.158 0.602 0.660
C -0.082643 -0.569483 -0.917931 0.952 -3.192 -0.782
N 1.106997 -1.117933 -1.614496 -0.170 1.182 0.355
Br 0.677186 0.123694 0.747711 -0.166 0.570 -0.081
C -1.026700 -1.817685 -0.639488 0.340 1.342 0.907
C -1.458741 -2.048070 0.804590 -0.696 -1.246 0.082
C -0.483319 -2.938160 1.628037 -0.843 1.424 -0.390
C -1.267193 -3.864328 2.518613 2.415 -0.266 0.104
F -2.101108 -3.158662 3.292339 -1.018 -0.218 -0.062
F -1.919757 -4.799629 1.843787 -0.904 -0.455 -0.527
C -0.301637 -4.594532 3.484229 -0.349 0.021 -0.083
F -0.855471 -5.649315 4.029076 -0.696 -0.870 0.371
F 0.072597 -3.788754 4.460857 -0.060 0.766 0.589
F 0.792677 -4.983230 2.863429 0.827 -0.354 -0.786
P -1.606868 2.471108 -0.291065 -0.634 -0.417 -0.131
C -2.969160 3.631336 -0.736224 0.649 0.250 0.848
C -2.473798 1.312704 0.824683 -0.538 -0.176 0.118
C -3.497248 0.331086 0.215455 -0.550 0.587 -0.084
P -2.199348 1.798182 -3.238097 -1.059 0.064 -0.803
O -2.424928 3.128142 -3.754452 0.410 1.036 -0.232
O -1.914500 0.692000 -4.371895 0.023 -0.193 0.873
O -3.611111 1.288730 -2.622440 0.754 -0.723 0.268
H 1.851408 6.014236 -1.954151 -0.146 0.351 0.006
H 1.629159 6.449655 -0.207071 -0.088 0.220 -0.132
H 2.646425 5.113695 -0.698003 0.231 0.140 -0.057
H 0.743778 3.950428 -0.020672 0.104 -0.238 -0.093
H -0.280045 5.257163 -0.497113 -0.198 -0.217 0.073
H -0.877171 4.341717 -2.425509 -0.063 -0.337 -0.248
H 0.757779 4.462137 -2.955965 0.035 -0.038 -0.141
H 1.992876 1.137746 -2.122213 -0.421 -0.374 0.354
H 1.657196 2.180374 -0.698120 -0.478 -0.322 0.107
H 4.605895 3.228360 -1.632796 0.048 0.028 0.010
H 4.012187 1.602417 -1.437719 -0.143 -0.197 -0.132
H 4.420314 2.264282 -3.069114 -0.214 -0.290 -0.110
H 1.175446 2.197819 -5.600747 -0.155 0.387 0.093
H 2.331078 2.025053 -4.351732 -0.245 0.490 0.806
H 0.740727 0.074395 -5.766296 -0.294 -0.030 0.064
H 0.563140 -0.210248 -4.064310 0.183 -0.044 0.397
H 3.372799 0.157249 -4.287507 -0.190 0.154 0.201
H 2.928562 -0.226972 -5.923432 0.242 0.190 -0.095
H 3.606175 -2.220459 -5.049291 0.098 -0.140 0.128
H 2.773900 -2.013810 -3.510793 -0.430 -0.270 0.132
H 0.769109 -3.352628 -6.666230 0.000 0.136 -0.165
H 0.789558 -1.723375 -2.368320 0.018 -0.142 0.063
H 1.598813 -1.648931 -0.905019 0.177 -0.273 -0.357
H -0.537235 -2.732816 -0.949015 0.345 0.045 -0.196
H -1.851805 -1.725110 -1.325727 -0.325 0.179 0.111
H -1.734732 -1.165364 1.372279 0.185 0.087 -0.154
H -2.374471 -2.645644 0.749702 -0.152 0.161 -0.190
H 0.176669 -3.466620 0.950237 0.160 -0.296 0.244
H 0.066915 -2.277804 2.293630 0.509 -0.179 -0.005
H -3.907013 3.106716 -0.905697 0.072 -0.134 -0.369
H -3.104354 4.215816 0.178649 0.006 -0.007 0.080
H -2.691999 4.333660 -1.510253 -0.154 -0.181 -0.312
H -1.831950 0.817917 1.543633 0.361 0.094 -0.213
H -3.062014 1.975978 1.463153 0.148 0.270 0.033
H -3.184029 -0.177343 -0.688307 0.216 -0.164 0.184
H -4.389202 0.895759 -0.050112 -0.044 0.020 -0.184
H -3.826649 -0.365387 0.982731 0.231 -0.171 0.071
H -1.827942 -0.184448 -3.961203 0.215 0.018 -0.257
H -3.979529 0.585940 -3.176082 -0.116 0.137 0.146
O -2.614790 0.822653 3.918299 -0.027 -0.013 -0.219
C -3.061848 0.047624 4.750587 0.042 -0.185 0.201
N -2.615690 -1.228952 4.839981 0.089 0.514 0.020
C -4.132831 0.445220 5.733842 -0.002 -0.165 0.056
H -2.961557 -1.888431 5.512053 -0.035 0.062 0.020
H -1.899355 -1.523457 4.197481 -0.152 0.195 0.298
H -5.018914 0.759800 5.185085 0.031 0.103 0.014
H -3.769030 1.275977 6.335722 -0.037 0.064 -0.071
H -4.405543 -0.374067 6.397503 -0.020 0.025 0.011
O 2.012263 0.832531 8.133242 0.046 0.075 -0.162
C 2.360896 -0.293132 7.917966 -0.239 -0.222 0.254
O 2.770264 -0.628217 6.676019 0.158 0.272 -0.259
C 3.331401 -1.898238 6.337407 -0.059 -0.279 0.095
C 2.253795 -2.934294 6.089325 0.108 0.097 0.272
C 2.274928 -1.359754 8.986538 0.522 -0.084 0.043
H 4.055660 -2.215902 7.089474 -0.067 0.005 0.059
H 3.893293 -1.734248 5.418737 -0.022 0.174 0.026
H 1.650686 -3.109589 6.980728 0.067 -0.057 0.033
H 2.695601 -3.882966 5.781983 -0.005 0.012 -0.033
H 1.581813 -2.589054 5.314915 0.110 0.135 -0.090
H 1.243433 -1.700420 9.061115 -0.009 0.016 0.010
H 2.575299 -0.915449 9.932538 -0.200 0.107 0.000
H 2.926218 -2.213850 8.817427 -0.124 -0.070 -0.080
O 1.663206 1.487341 -7.820878 0.057 -1.720 -1.581
V 1.683167 0.217926 -8.938769 -0.020 -0.365 -0.067
O 1.707856 -1.023596 -10.075036 -0.055 1.999 1.714
O -2.874788 -3.526324 -2.002226 -0.359 0.041 -0.290
H -3.779955 -3.263001 -1.797846 0.003 -0.158 0.065
H -2.889800 -3.687311 -2.953000 0.074 -0.147 0.048
```
Positions in Å, forces in eV/Å.

Results
Energy relative to the best compared isomer or geometry (same formula, charge and spin)   0.0 kcal per mole
Maximum force   0.067 hartree/bohr
Spin multiplicity   1
Energy   -6923.66987 a.u.
HOMO level   -10.1 eV
LUMO energy   -8.512 eV
Frontier orbital gap   0.0575 hartree
Total charge   +1

---

Record 2
Density functional theory data (the ωB97M-V functional and the def2-TZVPD basis) for a single C3H4Br2N2 molecule at a distorted geometry.

Structure (XYZ):
```
11
Properties=species:S:1:pos:R:3:forces:R:3
N -2.105214 -1.318520 -0.900774 -1.017 -0.242 -0.420
C -1.224867 -1.074282 -0.220044 1.471 0.086 -0.324
C -0.068175 -0.690468 0.575495 -0.953 -0.230 3.748
Br 0.960167 -2.238408 1.164960 -0.062 0.132 -0.266
C 0.780252 0.451122 0.007898 1.916 -0.775 0.183
N -0.070466 1.483321 -0.183962 -0.760 1.547 0.042
Br 1.518600 -0.355812 -1.707140 0.233 0.236 -0.080
H -0.624371 -0.414994 1.595258 1.576 0.059 -1.921
H 1.698622 0.791163 0.574082 -0.923 -1.211 -0.497
H 0.117767 2.260268 -0.816168 -0.184 -0.663 0.346
H -0.982314 1.106609 -0.089605 -1.297 1.063 -0.811
```
Positions in Å, forces in eV/Å.

Results
SMILES string   N#C[C@@H](Br)[C@H](N)Br
Energy relative to the best compared isomer or geometry (same formula, charge and spin)   2.4 kcal per mole
Maximum force   0.075 hartree/bohr
Spin multiplicity   1
Energy   -5374.21582 a.u.
HOMO level   -10.0 eV
LUMO energy   0.165 eV
Frontier orbital gap   0.3739 hartree
Total charge   0

---

Record 3
Density functional theory data (the ωB97M-V functional and the def2-TZVPD basis) for 2 unconnected molecules or ions with the total composition C2H5NO4 at a distorted geometry.

Structure (XYZ):
```
12
Properties=species:S:1:pos:R:3:forces:R:3
C -1.330934 -0.310451 0.687625 -2.173 4.385 -1.972
C -0.119718 0.417707 0.205513 -0.636 -1.153 -0.771
N 1.189367 -0.036928 0.412375 1.015 -0.653 -0.455
O 1.292785 -1.092148 1.031599 0.731 0.520 0.047
O 2.098968 0.666626 -0.073383 -0.359 -0.481 0.849
O -0.270227 1.612689 -0.165474 1.089 3.726 -1.886
O 0.282747 -0.988233 -1.696235 0.656 0.124 0.007
H -2.040044 -0.382487 -0.274356 1.452 0.183 2.211
H -1.006932 -1.239429 0.941660 0.292 -2.613 1.322
H -1.846182 0.417478 1.494547 1.076 -2.127 -1.636
H 0.538661 2.170358 -0.566112 -1.776 -2.558 1.448
H 1.211512 -1.235179 -1.997760 -1.367 0.648 0.835
```
Positions in Å, forces in eV/Å.

Results
Energy relative to the best compared isomer or geometry (same formula, charge and spin)   196.2 kcal per mole
Maximum force   0.103 hartree/bohr
Spin multiplicity   1
Energy   -434.68142 a.u.
HOMO level (spin up / spin down)   -8.6 / -10.7 eV
LUMO energy (spin up / spin down)   -1.727 / -1.395 eV
Frontier orbital gap (spin up / spin down)   0.2539 / 0.3428 hartree
Total charge   0

---

Record 4
Density functional theory data (the ωB97M-V functional and the def2-TZVPD basis) for 2 unconnected molecules or ions with the total composition C4H6N2 at a distorted geometry.

Structure (XYZ):
```
12
Properties=species:S:1:pos:R:3:forces:R:3
C 1.246432 -0.511316 -0.685546 0.144 0.022 -0.088
C 0.289831 -0.008966 -1.470261 0.531 -0.486 -0.324
C -0.692025 -1.010484 -1.761483 -0.660 -0.885 -0.467
N -1.132568 -2.016871 -2.135070 -0.294 1.081 0.476
H 0.978524 -1.253327 0.061759 0.290 -0.243 -0.430
H 2.292788 -0.322621 -0.882329 0.056 0.812 0.753
H 0.432172 0.827506 -2.149438 -0.014 -0.324 -0.037
C -0.987149 0.641019 1.694350 0.190 -0.070 0.052
N 0.227972 0.796336 2.019070 -0.436 0.132 -0.043
H -1.337015 -0.358781 1.422927 0.044 0.110 0.035
H -1.735866 1.440746 1.646835 0.145 -0.053 0.061
H 0.416906 1.776759 2.239186 0.003 -0.095 0.012
```
Positions in Å, forces in eV/Å.

Results
SMILES string   C=CC#N.C=N
Energy relative to the best compared isomer or geometry (same formula, charge and spin)   68.4 kcal per mole
Maximum force   0.024 hartree/bohr
Spin multiplicity   1
Energy   -265.42664 a.u.
HOMO level   -9.9 eV
LUMO energy   0.241 eV
Frontier orbital gap   0.3723 hartree
Total charge   0